(1)
20
Properties=species:S:1:pos:R:3:forces:R:3:mulliken_charge:R:1 method="wB97M-V/def2-TZVPD" relative_energy_kj_mol=643.10 orbital_gap_ev=7.3 max_force_ev_per_a=6.95 energy_ev=-83498.0885 multiplicity=1
C 1.0273 0.0660 -2.2956 1.4 -2.5 -1.3 -0.75
C 1.1922 0.2314 -0.9806 -1.6 1.0 -0.9 -0.52
C 0.2323 1.2034 -0.2610 -0.3 -3.0 0.1 -0.08
C 0.5071 1.2960 1.2318 0.0 0.1 -0.2 -0.51
C 0.5097 0.3017 2.1622 0.4 6.6 2.2 0.13
C 0.3460 -1.0490 2.1241 -0.7 -3.9 0.2 -0.62
C -0.1537 -1.5995 1.0119 0.7 -0.3 2.0 0.22
C -0.8279 -2.2286 0.1543 -1.0 0.1 -1.8 0.50
N -1.5525 -2.4698 -0.8462 0.2 -0.5 1.3 -0.59
N -1.7394 -1.3158 -1.6883 -0.5 -2.1 -2.7 -0.34
C -1.6386 -0.2024 -1.2813 0.2 -0.1 1.3 0.22
C -1.1967 0.6988 -0.4876 0.0 3.8 1.8 -0.05
Br -2.5013 2.0417 0.2142 0.5 -0.9 -0.3 -0.16
H 1.6573 -0.7132 -2.8804 -0.8 1.4 1.3 0.22
H 0.2123 0.4090 -2.9634 0.6 0.5 1.0 0.32
H 1.8298 -0.3244 -0.3259 0.7 -0.2 -0.2 0.43
H 0.2710 2.1181 -0.7646 0.3 1.7 -0.3 0.72
H 0.7242 2.3318 1.5454 -0.3 -0.8 0.2 0.35
H 0.5238 0.7995 3.2174 0.5 -1.3 -1.7 0.21
H 0.5771 -1.5947 3.1134 -0.4 0.4 -2.0 0.32

***

(2)
25
Properties=species:S:1:pos:R:3:forces:R:3:mulliken_charge:R:1 method="wB97M-V/def2-TZVPD" relative_energy_kj_mol=141.20 orbital_gap_ev="6.7 / 7.6" max_force_ev_per_a=9.79 total_charge=+2 energy_ev=-61304.7541 multiplicity=5 s_squared=6.06
O -1.3843 -0.4083 -2.8035 -0.4 0.6 0.3 -0.23
C -1.1637 0.6744 -2.4465 0.3 0.6 -0.1 0.08
Co 0.2294 2.8541 -0.4939 -2.6 -0.7 -0.8 0.16
C 0.6397 1.9863 0.9333 3.4 -3.0 8.7 0.57
O 0.8190 1.5881 2.0237 -0.6 1.5 -4.5 -0.24
C 0.9035 4.4343 -0.1210 1.2 8.9 -2.0 0.34
O 0.9462 5.5912 -0.3080 0.1 -5.6 1.6 -0.15
C -1.2822 2.1648 0.4146 -7.6 -1.3 2.2 0.15
O -2.1588 1.7817 1.0873 4.1 1.5 -2.7 -0.13
C 1.2365 1.7712 -1.4857 6.5 -3.1 -5.2 0.45
O 2.1268 1.1945 -2.0153 -4.7 2.5 2.9 -0.23
H -1.8121 1.5342 -1.9557 0.1 -1.2 -0.6 0.22
N 2.0619 -0.8035 0.5474 -1.7 -0.5 -0.6 -0.12
C 0.8327 -1.3912 0.5264 1.4 0.6 0.0 0.86
C 0.6981 -2.7585 0.9307 0.1 -0.6 0.2 -0.76
C -0.5536 -3.3576 0.8915 0.0 0.7 -0.2 -0.45
C -1.6298 -2.5416 0.4800 0.2 -1.6 0.4 -0.84
C -1.4007 -1.2163 0.1223 1.1 1.3 -0.2 0.15
N -0.2069 -0.6431 0.1164 -0.8 0.2 0.0 0.11
H 2.2278 0.1173 0.1080 -0.1 -1.1 0.5 0.05
H 2.8448 -1.3883 0.7868 0.5 0.1 0.1 0.29
H 1.6071 -3.2872 1.2387 -0.5 0.0 -0.1 0.38
H -0.7074 -4.4009 1.1668 0.1 0.3 -0.1 0.47
H -2.6470 -2.9162 0.4186 0.2 -0.1 0.1 0.43
H -2.2273 -0.5792 -0.1628 -0.1 -0.1 -0.1 0.43

***

(3)
30
Properties=species:S:1:pos:R:3:forces:R:3:mulliken_charge:R:1 method="wB97M-V/def2-TZVPD" orbital_gap_ev="6.5 / 6.4" max_force_ev_per_a=1.34 total_charge=-2 energy_ev=-121843.1769 multiplicity=5 s_squared=6.01
Rh -0.6961 0.2684 0.4509 1.0 -0.8 -0.4 0.81
S -2.9757 -2.0766 -0.2822 0.0 0.0 0.1 -0.48
C -2.9778 -0.7350 -1.3336 0.3 -0.3 0.1 0.28
C -4.1136 -0.3941 -2.1106 0.0 0.2 -0.2 -0.67
C -4.0474 0.6302 -3.0207 0.0 -0.1 0.1 0.02
C -2.8448 1.3285 -3.1828 0.0 0.0 -0.1 -0.83
C -1.7884 0.9891 -2.3689 -0.1 0.0 -0.1 0.05
N -1.8453 0.0142 -1.4490 -0.4 0.3 0.0 -0.30
H -5.0162 -0.9690 -1.9616 0.0 0.0 0.0 0.34
H -4.9161 0.8948 -3.6150 0.0 0.0 0.0 0.32
H -2.7410 2.1254 -3.9068 0.0 0.0 0.0 0.37
H -0.8416 1.5093 -2.4487 0.0 0.1 0.1 0.25
S 1.5493 3.6831 -1.8303 0.5 0.4 -0.6 -0.55
C 0.6346 2.8521 -0.7824 -0.7 -0.3 0.8 0.34
N -0.0643 2.2988 -0.0222 0.4 0.2 -0.4 -0.50
C 1.5574 -1.8084 2.5264 0.0 0.1 -0.1 -1.59
C 2.1422 -0.8537 1.4637 0.2 -0.1 0.1 1.32
O 1.3493 -0.6687 0.3951 -0.5 0.5 0.2 -1.19
C 3.4755 -1.4653 0.9507 0.0 -0.2 -0.1 0.48
F 3.2548 -2.6824 0.3977 0.1 0.2 0.1 -0.28
F 4.4000 -1.6731 1.9395 -0.1 0.0 -0.2 -0.29
F 4.0834 -0.7228 0.0132 0.0 -0.2 0.1 -0.25
C 2.5057 0.4783 2.2091 0.0 0.0 0.0 0.65
F 3.2163 1.3387 1.4632 -0.1 -0.1 0.1 -0.27
F 3.2449 0.2704 3.3476 -0.1 0.0 -0.2 -0.32
F 1.3984 1.1083 2.6117 0.0 0.0 0.0 -0.20
H 1.3493 -2.7662 2.0522 0.0 0.0 0.0 0.38
H 0.6113 -1.3772 2.8560 0.0 0.0 0.0 0.28
H 2.2248 -1.9428 3.3782 0.0 -0.1 0.0 0.37
Se -2.1286 0.3459 2.2596 -0.5 0.1 0.5 -0.55

***

(4)
32
Properties=species:S:1:pos:R:3:forces:R:3:mulliken_charge:R:1 method="wB97M-V/def2-TZVPD" relative_energy_kj_mol=63.18 orbital_gap_ev="8.9 / 5.3" max_force_ev_per_a=5.90 total_charge=+2 energy_ev=-55879.4953 multiplicity=6 s_squared=8.81
Pd -0.7446 -1.2105 0.7212 -0.7 -1.8 -0.9 0.38
C -1.1555 2.9450 -1.2654 -0.9 0.6 0.0 -1.49
C -0.3905 1.7384 -0.8409 0.2 -0.3 0.1 1.20
O -0.9537 0.9260 -0.1152 1.0 0.3 -0.3 0.08
C 1.0164 1.5969 -1.2853 0.3 0.0 -0.1 -0.01
C 1.6521 2.4970 -2.1173 -0.8 0.0 0.4 -0.35
C 3.0058 2.3622 -2.4689 0.3 -0.3 0.1 -0.67
C 3.7567 1.3051 -1.9418 0.3 0.2 -0.3 -0.53
C 3.1839 0.3792 -1.1246 -0.1 -0.4 0.2 -0.49
C 1.7711 0.4544 -0.7553 0.1 0.0 0.0 0.67
O 1.3069 -0.4224 -0.0081 -0.5 0.6 -0.1 -0.22
H -2.1432 2.9361 -0.8019 0.1 0.0 0.0 0.34
H -1.2829 2.9573 -2.3492 0.1 -0.2 -0.1 0.47
H -0.6251 3.8522 -0.9736 0.1 -0.1 0.1 0.49
H 1.1283 3.3622 -2.5033 -0.2 0.0 0.0 0.47
H 3.4632 3.0869 -3.1279 0.0 0.0 0.0 0.46
H 4.8079 1.2198 -2.1989 -0.1 0.0 0.0 0.45
H 3.7251 -0.4692 -0.7252 0.0 0.0 0.0 0.52
F -1.4664 -1.6794 -1.2585 0.0 0.0 0.4 -0.48
P -1.9676 -3.4405 -0.8566 0.9 1.6 0.9 1.49
F -0.4361 -3.3095 -0.0378 -0.2 0.1 0.1 -0.34
F -2.2409 -4.8171 -0.2524 -0.1 -0.1 -0.2 -0.25
F -2.4863 -2.6522 0.6013 0.3 0.2 -0.3 -0.37
F -1.2163 -3.8407 -2.1410 -0.2 -0.2 0.0 -0.27
F -3.3277 -3.1021 -1.4896 0.0 -0.3 -0.1 -0.26
F -1.8652 -2.0490 5.2286 -0.1 -0.2 0.1 -0.19
C -1.3108 -0.9175 4.8601 0.2 -0.1 -1.4 0.78
F -0.1615 -0.7388 5.4721 0.3 -0.1 0.0 -0.21
F -2.1039 0.1015 5.0879 -0.4 0.3 0.1 -0.22
C -1.0387 -1.0056 3.2573 0.0 -0.5 5.9 1.33
O -1.7126 -0.2652 2.5426 -0.5 0.8 -2.4 -0.34
O -0.1879 -1.8011 2.8691 0.5 0.0 -2.3 -0.46

***

(5)
25
Properties=species:S:1:pos:R:3:forces:R:3:mulliken_charge:R:1 method="wB97M-V/def2-TZVPD" relative_energy_kj_mol=224.66 orbital_gap_ev="6.8 / 5.4" max_force_ev_per_a=6.84 total_charge=+3 energy_ev=-27140.3220 multiplicity=5 s_squared=6.05
O -1.3481 -1.9097 -0.4034 3.2 3.5 0.2 -0.21
C -0.4847 -1.0359 -0.3901 -4.1 -5.1 -1.9 0.51
Pd 0.4594 -0.1767 1.0849 1.1 1.3 0.7 -0.04
C 0.4182 1.8430 0.5843 -1.2 2.2 2.4 -0.19
O -0.0887 2.7332 1.2026 1.0 -2.2 -1.5 -0.25
C 0.3142 -0.9062 -1.8867 4.7 -1.4 1.1 0.63
O 1.5077 -1.0669 -2.0179 -3.5 0.9 0.7 -0.35
C -0.7467 -0.7312 -2.8484 -2.2 1.8 -0.7 0.04
O -1.5870 0.1220 -2.6109 1.3 -1.4 -0.8 -0.36
C 0.3263 -1.1311 2.7467 0.2 -3.4 5.8 0.39
O 0.3749 -1.7570 3.7141 -0.4 2.6 -4.1 -0.02
H -0.6077 -1.4539 -3.6401 -0.8 -0.1 -1.1 0.42
N 3.0541 2.2348 0.4073 0.4 0.1 -1.7 -0.10
C 2.3454 2.6133 -0.6573 -0.1 -0.8 1.6 1.12
C 2.7998 3.5084 -1.6288 1.1 0.7 -0.4 -0.60
C 1.9170 3.9998 -2.5679 -0.2 0.2 -0.4 -0.30
C 0.5953 3.5306 -2.5720 0.7 1.6 -1.8 -0.83
C 0.1632 2.6203 -1.6690 0.7 -1.6 1.7 -0.04
N 1.0504 2.1745 -0.7443 -1.2 0.4 0.2 0.48
H 2.7417 1.4783 1.0144 0.2 0.3 0.2 0.18
H 4.0535 2.4745 0.4240 -0.2 0.0 0.3 0.34
H 3.8421 3.8182 -1.5567 -0.1 0.1 -0.3 0.45
H 2.2459 4.7438 -3.2995 -0.1 -0.2 0.2 0.49
H -0.1291 3.9053 -3.2686 -0.2 0.2 -0.5 0.53
H -0.8280 2.1834 -1.6190 -0.2 0.2 0.0 0.71

***

(6)
28
Properties=species:S:1:pos:R:3:forces:R:3:mulliken_charge:R:1 method="wB97M-V/def2-TZVPD" relative_energy_kj_mol=766.46 orbital_gap_ev="4.3 / 4.1" max_force_ev_per_a=5.64 total_charge=-2 energy_ev=-218982.2020 multiplicity=3 s_squared=2.06
V 1.2927 -2.2395 0.4426 0.5 -0.9 -5.5 0.61
O 0.4636 -0.8038 0.3370 -2.7 4.7 -1.0 -0.09
C -0.1607 0.2778 0.7613 -0.1 0.2 0.2 0.69
C -0.3095 0.5350 2.1387 0.2 -0.3 0.0 -0.32
C -0.9654 1.6714 2.5663 0.0 -0.1 -0.1 -0.81
C -1.4852 2.5723 1.6455 -0.1 0.2 0.1 -0.68
C -1.3436 2.3273 0.2962 0.1 -0.1 -0.1 -0.67
C -0.6888 1.1929 -0.1752 0.1 -0.1 0.7 0.84
C -0.5427 0.9404 -1.5887 0.2 -0.4 -0.6 0.19
N 0.0551 -0.0926 -2.1405 0.0 0.1 0.4 -0.08
C -0.0409 0.0739 -3.4793 -0.1 0.2 -0.4 -0.45
C -0.7088 1.2283 -3.7642 0.0 -0.1 -0.4 -0.66
N -1.0263 1.7767 -2.5533 -0.2 0.4 0.3 -0.06
H 0.0918 -0.1606 2.8846 -0.2 0.3 -0.4 -0.16
H -1.0634 1.8409 3.6279 0.0 0.1 0.1 0.40
H -2.0009 3.4660 1.9701 0.0 0.0 0.1 0.36
H -1.7508 3.0329 -0.4149 -0.1 0.1 0.0 0.21
H 0.3741 -0.6433 -4.1589 0.1 -0.2 -0.1 0.34
H -0.9792 1.6962 -4.6915 0.0 0.1 -0.1 0.41
H -1.5231 2.6352 -2.3950 0.1 -0.1 -0.1 0.16
Se 2.3401 -1.7622 2.2865 3.4 0.2 4.4 -0.13
Te 2.6084 -0.9894 4.6718 -0.1 0.5 0.5 -0.41
Te -0.4469 -2.7543 4.6719 -0.4 0.3 0.5 -0.41
Se 0.3564 -2.9084 2.2866 -1.9 -2.9 4.4 -0.13
S 1.6989 -2.9443 -2.9827 -0.2 0.4 -1.8 -0.56
C 1.8347 -3.1790 -1.3369 0.4 -0.6 -0.6 0.28
S 3.2027 -2.6782 -0.4531 2.3 -0.1 -0.2 -0.43
S 0.7166 -4.1126 -0.4528 -1.0 -2.0 -0.2 -0.43

***

(7)
22
Properties=species:S:1:pos:R:3:forces:R:3:mulliken_charge:R:1 method="wB97M-V/def2-TZVPD" relative_energy_kj_mol=119.09 orbital_gap_ev=8.5 max_force_ev_per_a=3.98 energy_ev=-17933.0769 multiplicity=1 smiles=c1ccc(-c2nc3ncncc3[nH]2)nc1
C 2.4984 0.7534 -2.2523 -1.5 -2.0 -1.2 -0.32
C 2.6675 1.5875 -1.1869 -0.5 0.4 1.5 -0.28
C 1.8838 1.4966 -0.0208 -1.0 -1.4 -1.8 -0.48
C 0.8603 0.4518 -0.0895 1.1 1.2 1.2 0.67
C -0.2015 0.4121 0.9874 -3.5 0.8 1.3 -0.05
N -0.6065 1.3815 1.8574 3.1 -0.6 -2.4 -0.65
C -1.7257 0.9390 2.4331 0.0 0.5 1.4 0.79
N -2.2016 1.5591 3.5013 0.4 1.1 0.7 -0.57
C -3.0442 0.8887 4.2154 -0.5 -2.4 -3.0 -0.13
N -3.5387 -0.3413 3.8596 -0.3 -0.6 -0.2 -0.60
C -3.1363 -0.9486 2.7330 0.7 0.9 1.2 -0.41
C -2.1654 -0.3039 1.9934 1.8 1.3 -1.1 0.31
N -1.2080 -0.5574 1.0267 0.9 -1.9 -1.7 -0.09
N 0.7322 -0.4552 -1.0824 0.1 1.8 -1.7 -0.44
C 1.4247 -0.2224 -2.2553 1.6 1.1 2.6 -0.33
H 3.2382 0.8287 -3.0577 -0.8 0.0 -0.1 0.33
H 3.3783 2.3906 -1.3000 0.4 0.0 0.3 0.38
H 2.0884 2.2264 0.7715 -0.8 -0.6 -0.1 0.40
H -3.4498 1.3217 5.0557 -0.8 0.8 1.9 0.44
H -3.3619 -1.9701 2.4894 -0.8 -0.3 0.3 0.39
H -1.2497 -1.2864 0.3177 0.1 0.1 0.4 0.27
H 1.1908 -0.8191 -3.1334 0.1 -0.1 0.4 0.39

***

(8)
20
Properties=species:S:1:pos:R:3:forces:R:3:mulliken_charge:R:1 method="wB97M-V/def2-TZVPD" relative_energy_kj_mol=78.71 orbital_gap_ev=8.7 max_force_ev_per_a=5.32 energy_ev=-16067.5873 multiplicity=1 smiles="O=Cc1c(O)ccc2cnccc12"
O -3.1085 -1.6259 -0.1649 -0.6 -0.8 0.1 -0.62
C -1.8925 -1.6438 -0.0368 1.8 -0.9 -0.4 0.13
C -1.0931 -0.4316 -0.1139 -0.8 -0.8 1.5 0.14
C -1.8677 0.7425 0.0449 4.2 1.4 -1.5 0.36
O -3.1407 0.7844 -0.0037 -1.3 0.7 0.1 -0.58
C -1.1017 2.0348 0.0497 -0.7 -3.1 0.2 -0.93
C 0.2342 1.9616 -0.0284 1.5 0.6 1.5 -0.54
C 1.0579 0.7173 -0.0153 -2.9 4.4 -0.7 0.90
C 2.4009 0.9163 -0.1554 0.8 -3.2 0.1 -0.46
N 3.1820 -0.1808 -0.1767 0.7 0.7 0.5 -0.59
C 2.6307 -1.3757 0.0830 -1.8 -0.3 -0.9 -0.40
C 1.2206 -1.5663 0.1091 0.4 0.3 0.5 -0.45
C 0.3674 -0.4652 0.0046 0.0 -0.5 -0.2 0.77
H -1.3407 -2.6573 0.1047 -0.9 1.4 -0.2 0.22
H -3.4263 -0.1535 -0.1823 -0.4 -0.5 0.2 0.43
H -1.6952 2.8955 0.1604 -0.3 1.2 0.1 0.48
H 0.8272 2.8855 0.2065 -0.6 -0.7 -0.9 0.21
H 2.7752 1.9116 -0.2983 0.6 0.1 0.0 0.35
H 3.2733 -2.2761 0.0944 -0.2 0.8 0.2 0.33
H 0.6970 -2.4732 0.3185 0.6 -1.0 -0.1 0.25

***

(9)
18
Properties=species:S:1:pos:R:3:forces:R:3:mulliken_charge:R:1 method="wB97M-V/def2-TZVPD" relative_energy_kj_mol=894.84 orbital_gap_ev=7.9 max_force_ev_per_a=3.34 energy_ev=-10488.5265 multiplicity=1 smiles="CC=C=C1C[C@@]12CC1=C=C12"
C -2.5965 -0.8375 -0.5330 0.2 -1.9 -1.2 -0.89
C -2.1036 -0.4072 0.8519 -0.3 0.8 -1.7 -0.57
C -1.1738 0.5165 0.7427 0.6 -0.5 0.7 0.30
C -0.0381 1.1012 0.4732 -0.8 -0.7 -0.2 -0.13
C 0.6655 1.6465 -0.6540 0.1 0.4 -3.2 -0.69
C 1.2207 0.4274 -0.0277 -0.4 -2.0 2.6 0.95
C 2.4738 0.1848 0.8191 -0.8 2.8 -1.2 -0.43
C 2.3893 -1.2397 0.4254 -0.8 0.8 -0.8 -0.07
C 1.8860 -2.1901 -0.3795 -0.1 -2.0 0.1 -0.66
C 1.0370 -1.0327 -0.3446 1.4 1.2 -0.7 -0.11
H -3.2453 -0.0581 -0.9055 -0.1 0.2 -0.3 0.27
H -3.1846 -1.8133 -0.6866 0.8 1.3 1.0 0.30
H -1.7236 -0.9741 -1.2175 -0.7 0.4 0.4 0.26
H -2.7856 -0.6166 1.6368 0.0 0.1 1.1 0.39
H 0.3147 1.5712 -1.7274 -0.3 -0.2 1.4 0.22
H 1.3626 2.4493 -0.6671 0.4 0.9 0.8 0.30
H 2.2565 0.4337 1.8576 0.6 -0.3 0.0 0.30
H 3.2451 0.8385 0.3361 0.3 -1.2 1.0 0.25